# 1
A single C6H10O molecule, computed with wB97M-V/def2-TZVPD.

```
17
Properties=species:S:1:pos:R:3:forces:R:3:nbo_charge:R:1
H -1.7305 1.4484 2.2916 -0.59 -0.42 0.27 0.221
H -0.0505 -2.3775 0.1683 0.10 -0.20 -1.24 0.207
C -1.9366 1.7091 1.2605 1.20 -0.22 0.10 -0.672
C 0.1148 -1.3128 0.0301 -0.51 0.72 0.78 -0.227
C 2.2210 -1.2734 -1.3875 0.52 -0.77 1.33 -0.648
H 2.0241 -2.3429 -1.4879 0.00 0.05 -0.46 0.214
C -0.9131 -0.4992 0.6728 0.45 -0.12 -0.59 -0.306
H -2.9909 1.7204 1.0134 -0.14 0.32 -0.01 0.228
C 1.2384 -0.7199 -0.4034 0.34 -0.29 -0.15 -0.162
H -1.4352 2.6728 1.2045 -0.56 0.48 -0.39 0.223
H 0.0884 1.6195 -0.8527 -0.04 0.13 -0.48 0.482
C -1.1114 0.8070 0.3871 -1.40 -0.71 -0.48 0.327
H 2.2488 -0.7746 -2.3512 -0.35 0.07 -0.11 0.224
O -0.8370 1.3570 -0.8765 0.97 0.14 1.09 -0.707
H 1.5278 0.2064 0.0986 -0.46 0.35 -0.61 0.180
H 3.2293 -1.1927 -0.9684 0.08 0.05 -0.14 0.208
H -1.6874 -1.0477 1.2006 0.40 0.43 1.08 0.210
```
Positions in Å, forces in eV/Å.

Summary:
lowest unoccupied orbital energy: 0.86 eV
HOMO level: -0.28975 hartree
SMILES: C/C=C/C=C(/C)O
total charge: 0
total energy: -8429.2693 eV
HOMO-LUMO gap: 8.743 eV

=====

# 2
A molecular structure, C11H17BCdN6O, computed with wB97M-V/def2-TZVPD.

```
37
Properties=species:S:1:pos:R:3:forces:R:3:nbo_charge:R:1
H 0.4068 -4.1284 0.9550 0.03 -0.11 0.05 0.214
N 0.9384 0.1619 -1.5199 -1.03 -3.40 -3.85 -0.473
C -2.7723 0.7431 0.0740 0.06 -2.51 -0.73 -0.065
H 2.0721 -0.4305 -4.5423 -0.30 -0.14 0.43 0.231
C 0.8393 -1.4913 -3.0202 -0.20 0.12 0.47 0.022
C 1.4822 -1.2665 2.2106 -0.77 -1.25 -1.06 -0.052
C -3.7582 -0.2585 -0.2174 2.08 -0.03 -0.05 -0.367
C 0.6889 2.5673 3.1814 0.30 0.52 -0.73 -0.321
N 0.4247 -1.1194 -1.7909 1.06 1.48 -0.51 -0.297
Cd 1.2227 1.6244 -0.1965 1.15 -0.06 3.14 1.475
H 1.9518 -0.5277 2.8366 0.02 0.04 -0.06 0.209
B -0.4496 -1.9300 -0.8006 0.03 0.72 1.12 0.560
H -1.4597 3.1789 -0.5451 0.88 -1.04 0.06 0.217
N -1.5379 0.2310 -0.0830 -1.21 0.08 -0.39 -0.302
H 2.1063 1.5023 -2.6629 -0.04 -0.26 -0.04 0.216
H 2.9492 1.1716 -0.1693 -0.07 0.97 0.28 -0.497
H -0.7672 -3.0030 -1.2092 0.06 -0.11 -0.30 -0.040
C 1.6026 0.5419 -2.6270 -0.35 -0.68 0.53 -0.036
O 1.1004 1.7310 2.1383 -0.50 0.22 1.07 -0.344
C 0.6982 -3.1408 1.2641 0.54 1.07 0.48 -0.023
N 0.8228 -0.9125 1.1012 0.27 -0.52 0.29 -0.326
C -3.0127 -1.3918 -0.5775 0.02 1.59 0.45 -0.017
H 1.8878 -3.2588 3.1408 0.01 -0.15 0.10 0.219
H -0.0207 3.9119 0.1467 0.43 -0.84 0.02 0.202
H 0.0563 2.0293 3.9114 0.21 -0.17 -0.42 0.239
C 1.5827 -0.4621 -3.5671 0.43 -0.22 -1.47 -0.363
H -0.0470 3.4609 -1.6136 0.12 -0.84 0.73 0.211
C 1.4390 -2.6760 2.3603 -0.46 0.11 -0.63 -0.370
H -4.8041 -0.1500 -0.1768 -0.95 0.00 0.03 0.218
H -2.9356 1.7637 0.3441 0.05 0.31 0.24 0.188
N -1.7001 -1.0669 -0.5075 -0.39 1.04 0.49 -0.336
H 0.1460 3.4448 2.7936 -0.05 -0.25 0.24 0.164
N 0.3502 -2.0643 0.5188 0.62 0.78 0.87 -0.342
C -0.3486 3.1443 -0.5827 -1.95 3.44 -1.04 -0.674
H -3.3209 -2.3768 -0.8640 -0.06 -0.19 -0.09 0.217
H 1.5753 2.9173 3.7352 -0.11 -0.20 -0.04 0.211
H 0.5907 -2.4704 -3.4387 0.06 0.48 0.35 0.230
```
Positions in Å, forces in eV/Å.

Summary:
lowest unoccupied orbital energy (spin up / spin down): -3.08 / -2.41 eV
HOMO level (spin up / spin down): -0.30137 / -0.30117 hartree
total charge: 0
total energy: -27905.3030 eV
HOMO-LUMO gap (spin up / spin down): 5.126 / 5.782 eV

=====

# 3
A single C5H10O2 molecule, computed with wB97M-V/def2-TZVPD.

```
17
Properties=species:S:1:pos:R:3:forces:R:3:nbo_charge:R:1
O 1.6432 -0.7249 -0.4782 0.04 0.08 0.19 -0.536
H 0.1980 -1.9694 -0.8801 -0.53 -0.10 0.04 0.200
H -2.3161 -1.1791 -0.9405 -0.04 0.07 0.06 0.211
C 2.0691 0.2658 0.4232 0.14 -0.22 2.05 -0.327
H 2.6142 -0.2484 1.1952 1.40 -0.36 0.17 0.185
C -2.0485 -0.2936 -0.3575 -0.25 -0.10 -0.14 -0.601
H -2.6900 0.5345 -0.6725 0.00 -0.14 0.08 0.217
C -0.5842 0.0525 -0.5922 -0.08 0.04 0.05 -0.364
C -0.2460 1.2433 0.2889 -1.99 1.03 0.69 0.436
H 2.7577 0.9349 -0.1629 -1.14 0.07 1.14 0.214
H -2.2372 -0.4898 0.7040 0.08 0.05 -0.26 0.229
H 0.2012 2.1475 -0.1676 0.28 -0.32 -0.12 0.135
C 0.3263 -1.1089 -0.2282 -0.20 -0.24 -0.29 -0.049
H 1.2534 0.5951 1.2613 2.01 0.09 -2.92 0.248
O -0.6823 1.3368 1.4260 0.09 -0.01 -0.66 -0.581
H -0.3862 0.3160 -1.6394 -0.08 -0.05 0.18 0.215
H 0.1273 -1.4121 0.8205 0.28 0.09 -0.26 0.170
```
Positions in Å, forces in eV/Å.

Summary:
lowest unoccupied orbital energy: 0.94 eV
HOMO level: -0.35452 hartree
SMILES: COC[C@@H](C)C=O
total charge: 0
total energy: -9439.8761 eV
HOMO-LUMO gap: 10.589 eV

=====

# 4
14 unconnected molecules or ions with the total composition H28O14, computed with wB97M-V/def2-TZVPD.

```
42
Properties=species:S:1:pos:R:3:forces:R:3:nbo_charge:R:1
H -0.7657 1.6744 -0.3693 -0.07 0.06 -0.29 0.459
H -3.2492 2.8000 0.4482 0.43 0.05 -0.04 0.486
H 0.0068 2.5094 3.0363 0.23 -2.45 1.71 0.478
H -1.2269 0.8365 -4.4289 1.72 1.01 -0.13 0.493
H 2.4977 2.1339 1.8548 -0.41 0.21 0.13 0.479
H 3.0642 1.1215 -1.4140 -0.56 -0.15 1.38 0.463
H -5.0466 -0.3436 -0.7171 -3.02 2.85 3.09 0.449
O -0.5088 -1.1197 -0.3199 2.19 -2.79 -0.66 -0.931
H 0.2316 0.2357 -3.0173 0.37 0.40 0.11 0.466
O 0.1863 1.7267 3.6833 0.43 2.70 -1.06 -0.934
H -1.8941 0.4751 2.8923 -0.15 -0.91 -0.83 0.457
H -3.6886 -0.6830 -1.0224 0.17 -0.33 -0.44 0.465
O 3.5632 1.3740 -2.1669 -0.08 -0.13 -1.92 -0.926
H -2.1873 2.7160 1.5213 -0.06 0.00 0.28 0.488
H -1.0920 1.9468 -3.5643 -0.85 1.91 1.74 0.451
O 1.4155 -1.4944 -3.3497 2.41 -2.36 1.29 -0.933
H 1.5278 -2.6959 3.4654 1.94 0.93 -1.62 0.461
H -0.8479 -1.7607 3.7554 0.52 -0.34 -1.63 0.458
H -1.2371 2.8815 -1.1482 1.61 -2.51 -0.45 0.495
H 3.8627 -4.1325 -0.3564 -0.65 0.25 0.26 0.470
O 3.1379 -3.5958 0.0205 0.11 -1.50 -0.87 -0.946
H -1.0404 -0.4237 -0.0654 -1.39 2.46 0.36 0.456
O -2.2870 2.8594 0.5749 -0.90 0.07 0.47 -0.972
H 1.9019 -0.9013 -2.7538 0.06 -0.12 -0.38 0.462
O -2.4505 1.0893 3.3551 -2.57 -0.60 -3.16 -0.920
H 1.9726 -3.3561 2.2425 0.49 0.00 -0.75 0.471
H -0.2693 -1.1722 -3.3454 -0.41 0.85 0.37 0.468
O -0.4980 -0.2210 -3.3905 -1.85 -7.79 2.53 -0.958
O 2.6310 1.4397 1.2168 2.60 -0.13 0.64 -0.939
O 2.2470 -2.5769 2.7394 -2.20 -0.91 2.21 -0.934
O -4.6005 -0.8624 -1.2817 2.88 -2.55 -2.70 -0.914
H -0.3568 0.9845 3.4407 0.30 -0.07 -0.62 0.452
H -1.3504 -2.6653 2.6929 -0.96 -1.06 -0.63 0.473
O -0.7154 1.9945 -1.2791 -1.04 2.38 0.39 -0.960
H -1.9547 1.2731 4.0805 1.88 1.35 3.77 0.468
H 0.2341 -0.8342 -0.8799 -0.97 0.20 0.31 0.474
H 1.8631 1.2575 0.7437 -2.22 -0.15 -0.82 0.461
O -0.5330 1.4841 -4.1361 -1.18 5.03 -4.96 -0.934
O -0.6865 -2.0073 2.7933 0.20 1.52 2.48 -0.928
H 3.5806 -2.8145 0.2945 0.47 1.28 0.62 0.477
H 1.6115 -2.3722 -2.9253 -0.12 0.93 -0.72 0.484
H 2.9514 1.2189 -2.9197 0.66 0.39 0.54 0.466
```
Positions in Å, forces in eV/Å.

Summary:
lowest unoccupied orbital energy: -0.59 eV
HOMO level: -0.30821 hartree
total charge: 0
total energy: -29114.3647 eV
HOMO-LUMO gap: 7.795 eV

=====

# 5
A gas-phase ion, C4H9N2 (charge +1), computed with wB97M-V/def2-TZVPD.

```
15
Properties=species:S:1:pos:R:3:forces:R:3:nbo_charge:R:1
H 2.3314 0.0081 0.9065 1.81 0.68 0.84 0.244
H 1.4966 -1.2903 0.0748 -0.12 0.75 0.96 0.208
N 1.2987 0.4789 -0.8857 0.10 -3.02 0.26 -0.604
H -2.4196 -0.4590 1.0884 -0.47 0.69 -0.36 0.227
H -2.6448 -0.3603 -0.8183 0.56 0.87 0.95 0.236
H -0.2017 -0.8496 -1.7899 0.69 0.42 0.37 0.231
N -0.8259 0.1137 0.0542 1.54 -0.67 -0.44 -0.253
H 0.1208 -0.8327 1.8913 -0.97 1.05 -1.14 0.256
C -2.0524 -0.1254 0.1093 -1.07 -2.01 0.08 0.103
C 0.0120 0.1382 -1.3388 -1.28 3.51 0.23 -0.042
C 1.4676 -0.2051 0.3809 -1.96 -1.56 -1.49 -0.232
H -0.4635 1.0018 -1.9446 0.78 -1.65 0.73 0.249
C 0.1689 0.0694 1.1884 -0.03 -1.19 0.90 -0.283
H 1.6864 1.3588 -0.7775 -0.21 2.50 -0.85 0.405
H 0.0255 0.9534 1.8608 0.63 -0.37 -1.06 0.255
```
Positions in Å, forces in eV/Å.

Summary:
lowest unoccupied orbital energy: -4.81 eV
HOMO level: -0.52204 hartree
SMILES: C=[N+]1CCNC1
total charge: +1
total energy: -7265.6225 eV
HOMO-LUMO gap: 9.397 eV

=====

# 6
A single C6H10O molecule, computed with wB97M-V/def2-TZVPD.

```
17
Properties=species:S:1:pos:R:3:forces:R:3:nbo_charge:R:1
H 2.4549 0.5974 1.1658 -0.48 0.25 -0.04 0.215
H -0.4926 -0.6651 1.5206 0.09 -0.25 0.04 0.167
H -1.1463 -2.1546 0.8054 0.01 0.14 -0.06 0.194
H 2.2980 -0.9247 -0.9039 0.13 -0.25 0.18 0.193
H -1.3867 1.8833 -0.4999 -0.45 0.19 0.26 0.215
H -0.4482 1.0519 -1.6665 0.58 0.50 1.06 0.220
C 1.3875 -0.5279 -0.4683 0.22 -0.06 -0.40 -0.120
C -1.4285 -0.3178 -0.3453 0.19 0.19 0.23 -0.441
H -1.6288 -0.8836 -1.2743 0.32 0.59 0.12 0.211
H -2.4151 -0.1422 0.0995 0.20 -0.02 0.10 0.215
C -0.6254 -1.2196 0.5828 -0.17 0.02 0.18 -0.070
C 1.5722 0.5707 0.5206 -0.32 -0.02 -0.31 -0.231
C 0.5348 1.4122 0.5137 -0.44 -0.53 -0.78 -0.180
C -0.6917 1.0618 -0.5749 0.24 0.65 0.84 -0.457
O 0.6230 -1.6106 0.0392 0.08 -0.27 0.12 -0.525
H 0.5617 2.2112 1.2896 -0.83 -0.32 -1.03 0.217
H 0.8159 -0.0209 -1.2419 0.64 -0.80 -0.53 0.176
```
Positions in Å, forces in eV/Å.

Summary:
lowest unoccupied orbital energy: 1.12 eV
HOMO level: -0.34805 hartree
SMILES: C1=CCOCCC1
total charge: 0
total energy: -8429.3845 eV
HOMO-LUMO gap: 10.594 eV